1.
Below is the molecule C21H22ClNO4, with properties calculated with the ωB97M-V functional and the def2-TZVPD basis.

Last column: Mulliken charge in e.
CARTESIAN COORDINATES (ANGSTROEM)
C (-4.423, -1.941, 1.770)  -0.820
C (-4.747, -0.437, 1.432)  -0.312
O (-4.582, -0.074, 0.099)  -0.537
C (-3.297, -0.217, -0.510)  0.164
C (-2.109, 0.377, 0.058)  -0.172
C (-0.824, 0.142, -0.361)  -0.227
C (0.341, 0.838, 0.327)  -0.164
C (1.175, 1.478, -0.748)  -0.560
C (2.257, 0.796, -1.154)  0.326
C (3.147, 1.240, -2.297)  -0.540
C (2.954, 2.687, -2.751)  -0.699
C (1.542, 3.135, -2.884)  -0.954
C (0.665, 2.548, -1.707)  0.403
O (-0.482, 2.960, -1.396)  -0.636
N (2.665, -0.418, -0.501)  -0.679
C (2.187, -0.653, 0.615)  0.789
C (2.752, -1.846, 1.247)  -1.112
C (2.465, -1.936, 2.764)  -0.458
C (2.559, -0.621, 3.325)  -0.819
C (1.599, 0.269, 2.673)  0.361
O (1.095, 1.160, 3.265)  -0.560
C (1.014, -0.119, 1.244)  -0.408
C (-0.724, -0.810, -1.421)  -0.436
C (-1.902, -1.328, -2.113)  -0.330
Cl (-1.532, -2.186, -3.567)  -0.246
C (-3.142, -1.034, -1.698)  0.588
O (-4.254, -1.481, -2.301)  -0.637
H (-4.896, -2.698, 1.118)  0.269
H (-3.237, -1.892, 1.831)  0.127
H (-4.807, -2.242, 2.777)  0.369
H (-4.190, 0.321, 2.116)  0.233
H (-5.811, -0.265, 1.516)  0.362
H (-2.353, 1.053, 0.807)  0.601
H (-0.124, 1.648, 0.802)  1.127
H (3.014, 0.468, -3.117)  0.225
H (4.108, 1.312, -1.858)  0.274
H (3.532, 2.846, -3.704)  0.326
H (3.424, 3.352, -2.014)  0.339
H (1.171, 2.869, -3.914)  0.317
H (1.524, 4.166, -2.987)  0.468
H (3.804, -1.918, 1.119)  0.440
H (2.451, -2.779, 0.674)  0.281
H (1.389, -2.222, 2.727)  0.244
H (3.127, -2.632, 3.408)  0.349
H (2.213, -0.630, 4.333)  0.362
H (3.543, -0.277, 3.310)  0.327
H (0.417, -0.937, 1.401)  0.821
H (0.181, -1.218, -1.828)  0.465
H (-4.880, -0.855, -1.928)  0.349

Results
**Structure (SMILES)**: CCOc1cc([C@@H]2C3=C(CCCC3=O)N=C3CCCC(=O)[C@H]32)cc(Cl)c1O
**Charge**: 0
**Gap between HOMO and LUMO**: 8.515 eV
**LUMO energy**: 0.067 eV

=====

2.
Below is a structure of composition C34H45ClO6P2RbSi, with properties calculated with the ωB97M-V functional and the def2-TZVPD basis.

Last column: Mulliken charge in e.
CARTESIAN COORDINATES (ANGSTROEM)
Rb (2.768, 0.019, 0.682)  -0.017
O (3.763, 1.218, 2.695)  -0.621
Cl (4.300, 0.350, 3.852)  1.580
O (4.548, 1.228, 4.999)  -0.656
O (3.249, -0.658, 4.074)  -0.612
O (5.557, -0.306, 3.397)  -0.605
C (6.016, 1.311, 0.220)  -0.418
O (4.832, 1.425, -0.543)  -0.035
C (5.034, 1.996, -1.808)  -0.505
C (4.028, 1.409, -2.793)  -0.435
O (4.541, 0.219, -3.356)  -0.236
C (3.550, -0.501, -4.069)  -0.601
H (6.099, 2.233, 0.787)  0.318
H (6.889, 1.137, -0.351)  0.380
H (5.823, 0.513, 0.953)  -0.095
H (6.078, 1.737, -2.125)  0.345
H (4.880, 3.093, -1.849)  0.201
H (3.898, 2.144, -3.660)  0.335
H (3.100, 1.326, -2.274)  0.236
H (3.060, 0.121, -4.858)  0.317
H (2.766, -0.877, -3.368)  0.200
H (4.062, -1.340, -4.561)  0.222
C (-4.240, 1.677, 0.170)  -0.375
C (-2.966, 1.966, 0.994)  -1.358
P (-2.612, 0.652, 2.212)  0.016
C (-1.163, 1.305, 3.098)  0.459
C (-0.722, 0.686, 4.281)  -0.343
C (0.458, 1.048, 4.881)  -0.727
C (1.268, 2.093, 4.434)  -0.477
C (0.816, 2.800, 3.350)  -0.796
C (-0.333, 2.313, 2.617)  -0.308
C (-4.012, 0.887, 3.401)  0.258
C (-3.864, 1.768, 4.487)  -0.308
C (-4.963, 1.825, 5.384)  -0.703
C (-6.103, 1.074, 5.114)  -0.280
C (-6.292, 0.323, 3.949)  -0.654
C (-5.173, 0.169, 3.155)  -0.245
C (-4.211, 0.344, -0.646)  -1.197
P (-2.799, 0.181, -1.934)  0.039
C (-3.813, 0.770, -3.388)  0.523
C (-4.732, 1.839, -3.350)  -0.160
C (-5.483, 2.193, -4.492)  -0.682
C (-5.374, 1.461, -5.692)  -0.590
C (-4.386, 0.435, -5.748)  -0.415
C (-3.601, 0.119, -4.623)  -0.697
C (-2.953, -1.616, -2.043)  0.383
C (-3.978, -2.351, -2.679)  -0.227
C (-4.134, -3.711, -2.383)  -0.440
C (-3.255, -4.385, -1.528)  -0.553
C (-2.107, -3.707, -1.101)  -0.470
C (-1.979, -2.332, -1.300)  -0.485
H (-4.285, 2.505, -0.611)  0.225
H (-5.157, 1.719, 0.829)  0.235
H (-2.895, 2.963, 1.422)  0.734
H (-2.201, 1.925, 0.225)  0.564
H (-1.338, -0.099, 4.644)  0.506
H (0.620, 0.521, 5.837)  0.290
H (2.262, 2.214, 4.826)  0.579
H (1.279, 3.695, 2.982)  0.435
H (-0.620, 2.892, 1.728)  0.269
H (-2.987, 2.388, 4.563)  0.419
H (-4.940, 2.443, 6.275)  0.363
H (-6.911, 1.074, 5.870)  0.318
H (-7.217, -0.272, 3.811)  0.334
H (-5.112, -0.639, 2.474)  0.400
H (-5.153, 0.309, -1.301)  0.715
H (-4.134, -0.541, -0.022)  0.703
H (-4.825, 2.396, -2.405)  0.084
H (-6.153, 2.973, -4.427)  0.498
H (-6.030, 1.638, -6.545)  0.364
H (-4.145, -0.014, -6.714)  0.367
H (-2.957, -0.763, -4.718)  0.500
H (-4.599, -1.814, -3.374)  0.403
H (-5.004, -4.187, -2.836)  0.331
H (-3.498, -5.342, -1.134)  0.426
H (-1.319, -4.285, -0.536)  0.345
H (-1.190, -1.824, -0.716)  0.393
C (7.614, -1.740, -0.467)  -0.944
Si (5.991, -2.765, -0.547)  0.126
C (5.625, -3.605, 1.079)  -0.869
C (5.774, -3.690, -2.218)  -0.938
H (7.552, -1.125, 0.435)  0.091
H (7.594, -1.160, -1.362)  0.146
H (8.378, -2.459, -0.449)  0.504
H (6.431, -4.178, 1.531)  0.381
H (4.864, -4.359, 0.929)  0.234
H (5.316, -2.867, 1.807)  0.231
H (6.261, -4.658, -2.096)  0.355
H (6.275, -3.088, -3.003)  0.199
H (4.699, -3.804, -2.451)  0.199

Results
**Charge**: -1
**Gap between HOMO and LUMO**: 2.831 eV
**LUMO energy**: 1.816 eV

=====

3.
Below is a cluster of 3 separate species, C2H12N2O2 in total, with properties calculated with the ωB97M-V functional and the def2-TZVPD basis.

Last column: Mulliken spin population.
CARTESIAN COORDINATES (ANGSTROEM)
C (1.233, 0.793, -0.780)  0.041
N (1.141, -0.258, 0.179)  0.729
C (-0.094, -0.907, 0.486)  0.026
N (-0.038, -1.479, 1.845)  0.043
H (0.728, 1.755, -0.581)  0.035
H (2.253, 0.969, -1.078)  -0.001
H (0.554, 0.467, -1.599)  0.082
H (1.897, -0.887, -0.060)  -0.023
H (-0.217, -1.763, -0.201)  0.050
H (-0.991, -0.311, 0.267)  0.012
H (-0.104, -0.655, 2.448)  0.001
H (-0.851, -2.075, 1.959)  0.002
H (-4.399, 3.079, -3.800)  0.000
H (-5.779, 3.567, -3.145)  0.000
O (-4.835, 3.723, -3.239)  0.000
H (3.555, -2.546, 1.412)  0.000
H (2.374, -1.702, 1.528)  0.001
O (3.074, -2.050, 2.087)  0.002

Results
**Charge**: +1
**Gap between HOMO and LUMO (alpha / beta)**: 9.923 / 4.937 eV
**2S+1**: 2
**LUMO energy (alpha / beta)**: -3.610 / -8.596 eV
**Expectation value of S²**: 0.754

=====

The records above give, respectively, F_max values of 4.35, 3.90, 2.11 eV Å⁻¹.
The records above give, respectively, energy relative to the best compared isomer or geometry (same formula, charge and spin) values of 119.68, 32.42, 28.42 kcal/mol.